No. 1
This record from the OMol25 dataset describes C5H8O2 in the gas phase in a non-equilibrium geometry. The level of theory is ωB97M-V/def2-TZVPD.

Cartesian coordinates (Å):
C  2.6515  -0.0846  -0.0374
C  1.2876  0.0342  0.5212
O  0.3592  0.7086  -0.0960
C  -0.9063  0.5171  0.2340
C  -2.0786  0.9270  -0.6038
O  -2.6500  -0.3888  -0.4176
C  -1.4985  -0.8540  0.3052
H  3.2730  -0.6703  0.6472
H  2.6428  -0.6143  -0.9908
H  3.1479  0.8724  -0.2108
H  1.0467  -0.4135  1.4746
H  -2.7217  1.7009  -0.1677
H  -1.8905  1.1649  -1.6600
H  -0.8757  -1.5882  -0.2565
H  -1.7874  -1.3113  1.2585

Computed properties:
spin multiplicity	1
frontier orbital gap (spin up / spin down)	7.708 / 8.412	eV
HOMO (spin up / spin down)	-7.249 / -7.555	eV


No. 2
This record from the OMol25 dataset describes C29H22AsBrN2O2STi as an isolated structure. The level of theory is ωB97M-V/def2-TZVPD.

Cartesian coordinates (Å):
Ti  -0.7185  -0.0100  -1.8111
S  1.0117  -1.3178  -2.7634
C  2.3334  -1.1012  -1.5751
C  3.6355  -0.9767  -2.0462
C  4.6856  -0.8080  -1.1542
C  4.4557  -0.7650  0.2129
C  3.1610  -0.9017  0.6969
C  2.1100  -1.0775  -0.1919
As  0.2577  -1.2182  0.2957
C  -0.1115  -3.1030  0.1690
C  0.7960  -4.0193  0.6909
C  0.5431  -5.3775  0.5746
C  -0.6108  -5.8191  -0.0606
C  -1.5169  -4.9044  -0.5757
C  -1.2672  -3.5431  -0.4619
C  0.0508  -0.8257  2.1689
C  0.5134  0.3906  2.6715
C  0.3025  0.7252  3.9992
C  -0.3847  -0.1502  4.8307
C  -0.8533  -1.3552  4.3324
C  -0.6389  -1.6964  3.0031
H  3.8264  -1.0111  -3.1106
H  5.6927  -0.7108  -1.5370
H  5.2798  -0.6345  0.9010
H  2.9764  -0.8811  1.7647
H  1.7037  -3.6865  1.1821
H  1.2482  -6.0921  0.9772
H  -0.8003  -6.8801  -0.1520
H  -2.4183  -5.2454  -1.0668
H  -1.9952  -2.8367  -0.8511
H  1.0564  1.0837  2.0379
H  0.6720  1.6663  4.3842
H  -0.5531  0.1098  5.8670
H  -1.3895  -2.0386  4.9768
H  -1.0098  -2.6425  2.6286
C  2.3579  3.7084  -2.4877
C  1.4472  3.3139  -3.4587
C  0.5129  2.3526  -3.1354
N  0.4461  1.7994  -1.9146
C  1.3113  2.1993  -0.9755
C  2.2874  3.1448  -1.2241
H  3.1117  4.4494  -2.7163
H  1.4609  3.7339  -4.4535
H  -0.2096  2.0089  -3.8670
H  1.2175  1.7394  -0.0006
H  2.9685  3.4248  -0.4341
Br  -3.6213  4.5141  2.4839
C  -3.9214  3.7623  0.7874
C  -4.8147  4.3748  -0.0888
N  -5.0759  3.9103  -1.3037
C  -4.4350  2.8192  -1.7013
C  -3.5325  2.1420  -0.8886
C  -3.2735  2.6084  0.3946
C  -2.8289  0.9503  -1.3879
O  -2.5315  -0.0219  -0.6328
O  -2.3406  0.9025  -2.5778
H  -5.3347  5.2754  0.2154
H  -4.6463  2.4581  -2.7009
H  -2.5996  2.0835  1.0602

Computed properties:
spin multiplicity	2
net charge	+1
frontier orbital gap (spin up / spin down)	7.562 / 7.764	eV
HOMO (spin up / spin down)	-11.173 / -11.180	eV


No. 3
This record from the OMol25 dataset describes C19H13N2O5Sn as an isolated structure in a non-equilibrium geometry. The level of theory is ωB97M-V/def2-TZVPD.

Cartesian coordinates (Å):
Sn  0.3697  1.2876  16.7600
O  4.5754  1.2658  21.3121
C  3.6344  1.2690  20.3531
C  3.4172  2.4458  19.5506
C  2.5050  2.4144  18.5269
N  1.8952  1.2150  18.2835
C  2.1048  0.1574  19.0152
C  2.9599  0.0931  20.0974
C  1.1616  -0.9439  18.5632
O  1.0634  -1.9938  19.2343
O  0.3508  -0.6773  17.5297
C  1.9914  3.4783  17.5363
O  2.6712  4.4451  17.1615
O  0.8601  3.2422  16.9518
H  4.9673  2.1402  21.5337
H  3.9845  3.3693  19.7264
H  3.1550  -0.8082  20.6304
N  1.6000  0.6030  15.1093
C  1.4539  1.6880  14.1156
C  2.5683  2.4527  13.8959
C  2.5171  3.5160  12.9486
C  1.3562  3.7051  12.2182
C  0.1312  3.0469  12.5657
C  0.1341  2.0460  13.5729
C  -1.1539  1.3811  14.0321
C  -2.3497  1.2369  13.2457
C  -3.4768  0.6404  13.7213
C  -3.4312  0.0883  15.0295
C  -2.4161  0.4085  15.8774
C  -1.2940  1.1138  15.4087
H  2.5912  0.4703  15.3269
H  1.2061  -0.2981  14.6931
H  3.4986  2.3276  14.4555
H  3.4330  4.0983  12.7438
H  1.2820  4.3130  11.3223
H  -0.8112  3.3622  12.0735
H  -2.3316  1.6675  12.2507
H  -4.3996  0.4686  13.1528
H  -4.3057  -0.5174  15.3890
H  -2.5578  0.2556  16.9437

Computed properties:
spin multiplicity	1
net charge	+1
frontier orbital gap	7.807	eV
HOMO	-11.953	eV


No. 4
This record from the OMol25 dataset describes C32H63FO8S3 as an isolated structure in a non-equilibrium geometry. The level of theory is ωB97M-V/def2-TZVPD.

Cartesian coordinates (Å):
C  -1.5677  0.7831  -2.5812
C  -2.9883  1.3042  -2.5887
C  -3.5864  1.6131  -1.2334
C  -3.3103  0.6024  -0.1285
C  -3.4044  -0.8564  -0.5622
C  -2.2355  -1.6496  0.0030
C  -2.4104  -3.1302  -0.2167
C  -1.8305  -4.0063  0.8955
C  -1.1780  -5.2420  0.3139
C  0.2225  -4.9705  -0.2166
C  1.2311  -4.8538  0.9312
C  2.3885  -3.8735  0.6608
C  2.1740  -2.5203  1.3474
C  3.3172  -2.0861  2.2849
C  4.4311  -1.3508  1.5713
C  4.9414  -2.0149  0.3130
C  5.8868  -1.0288  -0.4110
C  5.2870  -0.6085  -1.7254
C  4.0933  0.2413  -1.4055
O  4.5889  1.3466  -0.6456
C  3.7066  1.9215  0.1468
C  3.8782  3.3824  0.3033
O  2.8868  1.3473  0.7209
C  3.9693  -3.2316  3.0438
S  2.8888  -4.0396  4.2014
O  3.5108  -4.0282  5.4518
O  2.6106  -5.3202  3.7510
O  1.5830  -3.1644  4.1914
C  1.9485  -1.8002  4.4656
C  0.6453  -1.0552  4.6781
C  0.0356  -1.2953  6.0236
F  -0.2032  -1.4920  3.7168
C  2.7039  -1.1133  3.3236
C  3.6879  -0.1362  3.9749
C  3.6673  1.2020  3.3394
O  2.8144  1.9384  3.5243
H  -0.8972  1.4615  -3.0701
H  -1.1762  0.5871  -1.6089
H  -1.5384  -0.1195  -3.1575
H  -3.6279  0.6029  -3.0774
H  -3.0286  2.1921  -3.1802
H  -3.1974  2.5615  -0.8979
H  -4.6509  1.7708  -1.3436
H  -2.3699  0.7583  0.3569
H  -4.0571  0.7653  0.6233
H  -3.4958  -0.9701  -1.6259
H  -4.2746  -1.3017  -0.1243
H  -1.2792  -1.2907  -0.3325
H  -2.2700  -1.4664  1.0611
H  -3.4575  -3.3389  -0.2616
H  -1.8856  -3.4222  -1.1057
H  -2.6059  -4.3111  1.5700
H  -1.0997  -3.4866  1.4821
H  -1.8217  -5.5718  -0.4771
H  -1.0882  -6.0371  1.0313
H  0.5141  -5.7385  -0.9024
H  0.1712  -4.0770  -0.8131
H  0.7131  -4.5818  1.8236
H  1.6848  -5.8237  0.9708
H  3.3403  -4.3171  0.8648
H  2.3675  -3.6945  -0.3929
H  2.0817  -1.7601  0.5934
H  1.2513  -2.4829  1.8800
H  5.2805  -1.2257  2.2103
H  4.1092  -0.3667  1.2940
H  5.4541  -2.9290  0.5407
H  4.1512  -2.2242  -0.3692
H  6.8380  -1.4904  -0.5748
H  6.0439  -0.1958  0.2432
H  5.0180  -1.4880  -2.2752
H  6.0093  -0.0286  -2.2686
H  3.4120  -0.3773  -0.8606
H  3.6513  0.5736  -2.3188
H  3.2460  3.6986  1.0932
H  3.7064  3.9039  -0.6140
H  4.8920  3.5433  0.6240
H  4.7470  -2.8017  3.6373
H  4.4496  -3.9488  2.4271
H  2.4890  -1.7578  5.3890
H  0.8331  -0.0097  4.5333
H  -0.4286  -0.3828  6.3376
H  -0.7419  -2.0205  5.9944
H  0.7592  -1.5415  6.7694
H  1.9989  -0.5181  2.7808
H  4.6814  -0.5236  4.0711
H  3.3519  0.0501  4.9754
H  4.5000  1.5287  2.7011
C  -8.4039  2.7494  -3.7011
S  -6.6380  2.9146  -3.9952
O  -5.9453  2.0777  -2.9831
C  -6.5074  4.6152  -3.4494
H  -8.6917  1.7288  -3.9425
H  -8.6236  2.9539  -2.6533
H  -8.9448  3.4423  -4.3452
H  -6.8510  4.6995  -2.4169
H  -7.1051  5.2541  -4.0996
H  -5.4640  4.9121  -3.5145
C  -2.2769  7.6109  -4.9981
S  -3.9273  7.1010  -4.5116
O  -4.1596  5.7613  -5.1020
C  -4.8033  8.2926  -5.5299
H  -1.5635  6.9592  -4.4998
H  -2.1674  7.5179  -6.0782
H  -2.1090  8.6414  -4.6862
H  -4.5291  8.1555  -6.5756
H  -4.5567  9.3018  -5.2013
H  -5.8699  8.1211  -5.4062

Computed properties:
spin multiplicity	1
frontier orbital gap	9.162	eV
HOMO	-8.683	eV